Record 1
25
Properties=species:S:1:pos:R:3:nbo_charge:R:1 method="wB97M-V/def2-TZVPD" e_homo_ev="-13.3 / -13.2" e_tot_ev=-11041.475 homo_lumo_gap_ev="7.16 / 7.12" e_lumo_ev="-6.106 / -6.105" de_lowest_kcal_mol=193.1 charge=+1
C -0.800 0.231 -1.228 -0.0856
C -0.304 0.128 -0.060 0.4237
C -0.147 -0.088 -2.585 -0.5913
C -2.085 1.012 -1.514 -0.6182
C -0.588 -0.693 2.013 -0.4737
C 0.412 1.402 1.829 -0.4316
C 2.550 -1.776 -0.169 -0.2723
N -0.672 0.559 1.262 -0.4320
O 1.786 -0.970 0.603 -0.5223
H 0.887 -0.253 -2.303 0.2330
H -0.291 0.845 -3.086 0.2431
H -0.588 -1.014 -2.844 0.2490
H -2.561 1.289 -0.639 0.2003
H -1.993 1.944 -1.991 0.2489
H -2.754 0.447 -2.340 0.2629
H -0.622 -0.573 3.117 0.2417
H -1.579 -1.278 1.908 0.2376
H 0.290 -1.322 1.775 0.3145
H 0.264 1.979 2.820 0.2505
H 1.254 0.862 1.981 0.2546
H 0.728 2.154 1.237 0.2312
H 3.290 -1.355 -0.890 0.1622
H 1.836 -2.257 -0.792 0.1809
H 3.149 -2.436 0.465 0.2275
H -1.462 1.163 1.431 0.4655



Record 2
74
Properties=species:S:1:pos:R:3:mulliken_charge:R:1 method="wB97M-V/def2-TZVPD" e_homo_ev=-2.6 e_tot_ev=-126711.525 homo_lumo_gap_ev=5.15 e_lumo_ev=2.568 de_lowest_kcal_mol=0.0 charge=-1
Pd 0.250 0.397 -0.172 0.0029
Br -0.039 -7.046 -0.852 -0.2877
C -0.466 -5.194 -0.720 0.0284
C -1.777 -4.770 -0.833 -0.6419
C -2.090 -3.424 -0.738 -0.7162
C -1.096 -2.438 -0.520 -0.0004
C 0.232 -2.919 -0.429 0.4894
C 0.542 -4.259 -0.522 -0.7918
N -1.311 -1.094 -0.412 0.7706
C -2.584 -0.670 -0.164 -0.1368
C -3.062 0.599 -0.042 -0.2658
C -4.436 0.792 0.384 -1.2420
C -4.937 1.975 0.767 -0.4530
C -4.081 3.144 0.722 -0.8072
C -2.839 3.007 0.229 -0.0517
N -2.312 1.806 -0.197 1.0310
H -2.569 -5.488 -1.005 0.3809
H -3.127 -3.150 -0.869 0.3244
H 1.032 -2.207 -0.277 0.2485
H 1.574 -4.575 -0.439 0.4487
H -3.351 -1.413 0.037 0.1405
H -5.048 -0.102 0.417 0.3555
H -5.963 2.059 1.099 0.3717
H -4.423 4.124 1.018 0.4410
H -2.181 3.855 0.106 0.4420
C -0.182 4.133 6.124 -0.4601
C -1.225 4.285 5.217 -0.6549
C -1.217 3.578 4.027 -0.2990
C -0.159 2.726 3.702 -0.0059
C 0.876 2.579 4.619 -0.1240
C 0.863 3.273 5.823 -0.7787
P -0.325 1.814 2.099 0.6239
C 1.223 0.822 2.111 -0.3712
C 1.097 -0.548 2.371 0.0451
C 2.225 -1.351 2.514 -0.6871
C 3.489 -0.800 2.401 -0.5082
C 3.632 0.556 2.119 -0.9798
C 2.513 1.355 1.965 0.2061
C 0.177 3.118 0.906 0.9797
C 0.933 4.201 1.249 -0.4090
C 1.547 5.003 0.244 -0.9467
C 1.436 4.664 -1.065 -1.0129
C 0.640 3.552 -1.489 0.2222
C 0.519 3.209 -2.836 -0.6682
C -0.272 2.121 -3.197 -1.3189
C -1.052 1.451 -2.275 0.9841
C -1.072 1.845 -0.903 -1.6420
C -0.053 2.803 -0.487 0.6314
H -0.190 4.676 7.062 0.3570
H -2.052 4.947 5.443 0.3977
H -2.047 3.681 3.334 0.4087
H 1.703 1.915 4.398 0.3271
H 1.677 3.141 6.525 0.3937
H 0.107 -0.979 2.467 0.2918
H 2.100 -2.410 2.702 0.4133
H 4.365 -1.428 2.514 0.3802
H 4.621 0.990 2.020 0.5040
H 2.623 2.411 1.747 0.4418
H 1.124 4.416 2.293 0.4459
H 2.137 5.863 0.537 0.3436
H 1.937 5.252 -1.827 0.3494
H 1.054 3.783 -3.583 0.3212
H -0.323 1.814 -4.236 0.3617
H -1.743 0.679 -2.587 0.3838
C 4.921 -0.512 -1.119 -1.5821
C 3.507 0.009 -1.096 0.7081
C 3.260 1.416 -1.557 -0.3752
O 2.599 -0.677 -0.683 -0.2567
H 5.316 -0.489 -2.136 0.4251
H 4.949 -1.524 -0.721 0.3215
H 5.552 0.145 -0.516 0.3072
H 4.046 1.786 -2.216 0.4937
H 3.220 2.052 -0.667 0.0900
H 2.281 1.484 -2.031 -0.1593



Record 3
55
Properties=species:S:1:pos:R:3:nbo_charge:R:1 method="wB97M-V/def2-TZVPD" e_homo_ev=-13.3 e_tot_ev=-56146.875 homo_lumo_gap_ev=5.19 e_lumo_ev=-8.069 de_lowest_kcal_mol=0.0 charge=+2
Al 0.611 -1.096 0.205 1.5634
C 2.879 -0.965 -4.784 -0.1143
C 1.669 -0.639 -4.183 -0.1876
C 1.530 -0.782 -2.817 -0.1921
C 2.608 -1.253 -2.062 0.1202
C 3.827 -1.583 -2.661 -0.1837
C 3.951 -1.435 -4.026 -0.1821
N 2.392 -1.376 -0.682 -0.2818
N 3.331 -1.725 0.063 -0.0909
C 2.966 -1.819 1.428 0.2953
C 3.925 -2.110 2.372 -0.1799
C 3.523 -2.180 3.703 -0.0848
C 2.193 -1.965 4.034 -0.2081
C 1.288 -1.682 3.025 0.1116
N 1.674 -1.609 1.747 -0.6582
H 2.992 -0.855 -5.854 0.2475
H 0.844 -0.271 -4.777 0.2459
H 0.592 -0.505 -2.342 0.2193
H 4.648 -1.948 -2.060 0.2511
H 4.884 -1.686 -4.511 0.2498
H 4.948 -2.273 2.066 0.2720
H 4.248 -2.402 4.475 0.2631
H 1.855 -2.018 5.058 0.2671
H 0.237 -1.513 3.222 0.2420
S -1.537 -1.460 0.334 -0.3663
C -1.850 0.289 0.459 0.0595
N -3.072 0.812 0.636 -0.0424
N -4.071 0.060 0.747 -0.2140
C -5.392 0.544 0.922 0.1511
C -5.653 1.908 0.972 -0.2266
C -6.962 2.317 1.145 -0.1775
C -7.984 1.380 1.262 -0.1578
C -7.704 0.022 1.208 -0.1855
C -6.399 -0.405 1.037 -0.2297
N -0.898 1.191 0.333 -0.0728
N 0.314 0.765 0.158 -0.5788
C 1.275 1.785 -0.129 0.1758
C 2.558 1.669 0.388 -0.2737
C 3.513 2.629 0.084 -0.1759
C 3.183 3.702 -0.730 -0.1875
C 1.893 3.818 -1.233 -0.1734
C 0.936 2.861 -0.939 -0.2358
H -3.960 -0.957 0.706 0.3984
H -4.849 2.625 0.879 0.2453
H -7.189 3.373 1.187 0.2400
H -9.004 1.714 1.395 0.2402
H -8.500 -0.703 1.299 0.2410
H -6.169 -1.464 0.992 0.2230
H 2.810 0.874 1.081 0.1968
H 4.507 2.546 0.501 0.2302
H 3.926 4.452 -0.964 0.2390
H 1.630 4.658 -1.862 0.2383
H -0.067 2.943 -1.336 0.2377
O 0.510 -4.665 -0.735 -0.3655
C 0.587 -3.592 -0.437 0.5619



What did the second record say?
74
Properties=species:S:1:pos:R:3:mulliken_charge:R:1 method="wB97M-V/def2-TZVPD" e_homo_ev=-2.6 e_tot_ev=-126711.525 homo_lumo_gap_ev=5.15 e_lumo_ev=2.568 de_lowest_kcal_mol=0.0 charge=-1
Pd 0.250 0.397 -0.172 0.0029
Br -0.039 -7.046 -0.852 -0.2877
C -0.466 -5.194 -0.720 0.0284
C -1.777 -4.770 -0.833 -0.6419
C -2.090 -3.424 -0.738 -0.7162
C -1.096 -2.438 -0.520 -0.0004
C 0.232 -2.919 -0.429 0.4894
C 0.542 -4.259 -0.522 -0.7918
N -1.311 -1.094 -0.412 0.7706
C -2.584 -0.670 -0.164 -0.1368
C -3.062 0.599 -0.042 -0.2658
C -4.436 0.792 0.384 -1.2420
C -4.937 1.975 0.767 -0.4530
C -4.081 3.144 0.722 -0.8072
C -2.839 3.007 0.229 -0.0517
N -2.312 1.806 -0.197 1.0310
H -2.569 -5.488 -1.005 0.3809
H -3.127 -3.150 -0.869 0.3244
H 1.032 -2.207 -0.277 0.2485
H 1.574 -4.575 -0.439 0.4487
H -3.351 -1.413 0.037 0.1405
H -5.048 -0.102 0.417 0.3555
H -5.963 2.059 1.099 0.3717
H -4.423 4.124 1.018 0.4410
H -2.181 3.855 0.106 0.4420
C -0.182 4.133 6.124 -0.4601
C -1.225 4.285 5.217 -0.6549
C -1.217 3.578 4.027 -0.2990
C -0.159 2.726 3.702 -0.0059
C 0.876 2.579 4.619 -0.1240
C 0.863 3.273 5.823 -0.7787
P -0.325 1.814 2.099 0.6239
C 1.223 0.822 2.111 -0.3712
C 1.097 -0.548 2.371 0.0451
C 2.225 -1.351 2.514 -0.6871
C 3.489 -0.800 2.401 -0.5082
C 3.632 0.556 2.119 -0.9798
C 2.513 1.355 1.965 0.2061
C 0.177 3.118 0.906 0.9797
C 0.933 4.201 1.249 -0.4090
C 1.547 5.003 0.244 -0.9467
C 1.436 4.664 -1.065 -1.0129
C 0.640 3.552 -1.489 0.2222
C 0.519 3.209 -2.836 -0.6682
C -0.272 2.121 -3.197 -1.3189
C -1.052 1.451 -2.275 0.9841
C -1.072 1.845 -0.903 -1.6420
C -0.053 2.803 -0.487 0.6314
H -0.190 4.676 7.062 0.3570
H -2.052 4.947 5.443 0.3977
H -2.047 3.681 3.334 0.4087
H 1.703 1.915 4.398 0.3271
H 1.677 3.141 6.525 0.3937
H 0.107 -0.979 2.467 0.2918
H 2.100 -2.410 2.702 0.4133
H 4.365 -1.428 2.514 0.3802
H 4.621 0.990 2.020 0.5040
H 2.623 2.411 1.747 0.4418
H 1.124 4.416 2.293 0.4459
H 2.137 5.863 0.537 0.3436
H 1.937 5.252 -1.827 0.3494
H 1.054 3.783 -3.583 0.3212
H -0.323 1.814 -4.236 0.3617
H -1.743 0.679 -2.587 0.3838
C 4.921 -0.512 -1.119 -1.5821
C 3.507 0.009 -1.096 0.7081
C 3.260 1.416 -1.557 -0.3752
O 2.599 -0.677 -0.683 -0.2567
H 5.316 -0.489 -2.136 0.4251
H 4.949 -1.524 -0.721 0.3215
H 5.552 0.145 -0.516 0.3072
H 4.046 1.786 -2.216 0.4937
H 3.220 2.052 -0.667 0.0900
H 2.281 1.484 -2.031 -0.1593